Entry 1:
Here is an isolated molecule of C6H10O from the Open Molecules 2025 dataset. Energies are from the ωB97M-V functional and the def2-TZVPD basis.

The calculation puts the HOMO-LUMO gap at 9.01 eV. The lowest unoccupied orbital energy is 0.035 Eh. The net charge is 0. The calculation puts the energy above the lowest of the compared OMol25 structures with the same formula, charge and spin at 3.725 eV.

```
17
Properties=species:S:1:pos:R:3:forces:R:3:mulliken_charge:R:1
C 1.8716 0.0926 0.7934 -0.051 0.023 -0.087 -1.4329
C 0.5851 -0.7202 0.9366 0.053 -0.062 0.031 0.3526
C -0.6790 0.0492 1.3528 -0.005 0.017 0.058 -0.7149
C -0.3701 -0.9971 -0.1704 0.271 0.184 0.007 -0.4330
C -0.2828 -0.0525 -1.3568 -0.050 0.029 0.055 -0.5029
C -1.6211 0.3959 -1.9144 -0.093 0.008 0.114 0.0642
O -2.6547 0.4011 -1.2894 0.514 -0.016 -0.297 -0.4748
H 2.3099 0.2992 1.7787 -0.124 -0.064 -0.211 0.3859
H 1.7101 1.0572 0.2981 0.027 -0.193 0.106 0.3228
H 2.6148 -0.4666 0.2092 -0.156 0.108 0.134 0.3148
H 0.7570 -1.5933 1.5764 -0.085 0.209 -0.162 0.4068
H -1.1278 -0.3037 2.2844 0.088 0.086 -0.258 0.3305
H -0.5908 1.1352 1.2667 -0.014 -0.284 -0.018 0.3073
H -1.4919 -0.3393 0.5896 0.027 0.135 0.065 0.1808
H 0.2406 -0.6289 -2.1388 -0.169 0.100 0.150 0.3467
H 0.3107 0.8813 -1.2574 -0.145 -0.179 0.050 0.2124
H -1.5816 0.7901 -2.9586 -0.089 -0.101 0.262 0.3338
```
Forces are in eV/Å.

Entry 2:
Here is an isolated molecule of C5H9NO in a non-equilibrium geometry from the Open Molecules 2025 dataset. Energies are from the ωB97M-V functional and the def2-TZVPD basis.

The calculation puts the HOMO-LUMO gap at 8.55 eV. The lowest unoccupied orbital energy is 0.034 Eh. The net charge is 0. The calculation puts the energy above the lowest of the compared OMol25 structures with the same formula, charge and spin at 5.974 eV.

```
16
Properties=species:S:1:pos:R:3:forces:R:3:mulliken_charge:R:1
C 2.1631 0.4698 -0.8638 -5.510 -3.210 5.004 -0.3738
C 0.9248 -0.1084 -0.1635 4.533 3.805 -3.614 -0.4842
C -1.4425 0.9013 -1.0110 1.966 -0.727 1.218 -1.2738
C -1.1122 -0.5493 1.1125 0.815 -1.436 2.176 -1.3245
C -0.5549 -0.2266 -0.3117 -0.389 -1.779 -0.515 1.0261
N 1.8087 -0.8636 0.6088 -0.080 -0.484 2.682 -0.1531
O 2.9541 -0.1610 0.1294 -0.103 -0.324 -0.166 -0.2972
H 2.5353 1.1729 -1.5320 0.485 0.824 -1.044 0.4172
H -2.2235 0.4583 -1.5964 -0.907 -0.394 0.494 0.3125
H -0.9641 1.5142 -1.7607 0.841 0.206 0.120 0.3634
H -1.7129 1.5133 -0.1472 -0.681 0.238 -0.609 0.3583
H -0.5163 0.0655 1.8544 -1.194 0.075 -0.736 0.3422
H -0.8298 -1.5972 1.5861 -0.499 1.570 -1.660 0.3026
H -2.2216 -0.4789 1.3059 1.233 0.301 -0.570 0.3203
H -0.5381 -1.1668 -0.9271 -0.976 0.615 0.314 0.1592
H 1.7299 -0.9434 1.7162 0.466 0.720 -3.095 0.3048
```
Forces are in eV/Å.

Entry 3:
Here is a cluster of 15 separate species, C4H37NO15 in total in a non-equilibrium geometry from the Open Molecules 2025 dataset. Energies are from the ωB97M-V functional and the def2-TZVPD basis.

The calculation puts the HOMO-LUMO gap at 9.90 eV. The lowest unoccupied orbital energy is -0.002 Eh. The net charge is 0. The calculation puts the energy above the lowest of the compared OMol25 structures with the same formula, charge and spin at 3.345 eV.

```
57
Properties=species:S:1:pos:R:3:forces:R:3:mulliken_charge:R:1
C -0.5305 2.2938 -1.4866 0.398 0.575 0.059 -1.2290
C -0.9436 0.9431 -0.9841 1.104 -0.930 -0.367 0.7744
N -1.9284 0.1702 -1.5445 0.235 1.401 0.228 0.6896
C -2.6340 -0.7663 -0.6871 0.284 -0.648 -0.210 -0.8595
C -2.6412 0.6379 -2.7131 -0.884 -0.337 -0.313 -1.2304
O -0.2229 0.4318 -0.1151 -0.687 0.355 0.317 -0.6550
H -0.6854 2.9448 -0.6247 -0.116 0.163 -0.215 0.3428
H 0.5382 2.3068 -1.7033 -0.054 -0.355 0.284 0.1410
H -0.9702 2.7151 -2.3816 -0.470 -0.055 0.179 0.4764
H -3.2419 -1.3639 -1.3661 -0.202 -0.118 0.393 0.4419
H -3.2150 -0.2775 0.0852 -0.474 0.394 -0.152 0.2496
H -1.9612 -1.4048 -0.1251 0.306 -0.184 -0.179 0.1623
H -2.5435 -0.1032 -3.5063 0.266 0.154 -0.237 0.3411
H -3.7183 0.7463 -2.5733 -0.040 -0.063 0.554 0.3677
H -2.3138 1.6138 -3.0247 0.334 -0.022 -0.253 0.3604
H 0.3257 2.5488 4.0891 0.349 0.275 0.148 0.3422
H 1.5808 2.7708 3.4061 -0.135 0.480 0.056 0.3249
O 0.9144 3.2911 3.8907 0.273 -0.646 -0.117 -0.6458
H 0.0167 -2.3150 -4.5160 0.017 0.224 0.355 0.2815
H -0.0322 -1.5792 -3.1364 0.242 -0.810 0.209 0.2088
O 0.0532 -1.4530 -4.0813 -0.388 0.181 -1.142 -0.6964
H -3.1215 2.4446 0.9538 -0.211 0.364 -0.444 0.2822
H -3.7642 3.2428 -0.2594 0.134 -0.171 0.494 0.2411
O -3.1450 2.5427 -0.0159 0.019 -0.215 0.169 -0.5008
H 1.3396 -3.7635 0.1658 -0.527 0.577 0.010 0.2358
H 0.8729 -5.1130 0.2310 -0.450 -1.008 -0.061 0.3029
O 0.5479 -4.2723 -0.0791 0.815 0.144 0.085 -0.6780
H 3.5940 -0.6060 0.2404 0.473 -0.618 0.471 0.3731
H 4.6496 -1.5279 0.9441 0.222 0.129 -0.310 0.2865
O 3.8506 -1.0241 1.1010 -0.341 0.297 -0.151 -0.6598
H 0.5973 -0.1155 2.7607 0.317 -0.167 0.094 0.1777
H 0.3277 0.8695 1.6694 0.187 0.199 0.499 0.3972
O 0.6010 0.8359 2.6142 -0.378 -0.226 -0.671 -0.5401
H 0.7112 0.2629 -3.2071 0.394 0.214 0.070 0.3696
H 1.1707 0.8164 -4.4738 0.440 0.156 0.015 0.2628
O 1.3593 0.9077 -3.5295 -0.464 -0.056 -0.080 -0.5839
H 2.5700 -1.5589 -1.6556 -0.078 0.584 -0.169 0.3121
H 2.7801 -0.0530 -1.9065 -1.010 1.424 -0.744 0.3272
O 3.2127 -0.8327 -1.6427 1.176 -1.865 0.869 -0.6997
H 1.3018 -1.7940 0.7350 -0.032 0.191 0.449 0.3055
H 2.3921 -2.1550 1.7678 -0.197 0.621 -0.187 0.2937
O 1.4259 -2.1185 1.6464 0.223 -0.461 -0.211 -0.5255
H 3.3299 3.2304 -1.2039 -0.275 -0.294 -0.306 0.3133
H 2.8976 2.1278 -2.2493 -0.601 0.249 -0.319 0.2768
O 3.5978 2.4350 -1.6801 0.762 0.021 0.476 -0.6509
H 0.0703 -2.7269 -1.2790 0.210 0.503 0.100 0.3070
H -0.0666 -1.1526 -1.4139 0.033 -0.165 0.894 0.0913
O 0.5632 -1.8923 -1.4207 -0.332 -0.592 -0.220 -0.4450
H -2.0982 1.1322 4.0777 -0.212 0.382 -0.371 0.3836
H -1.2183 2.3860 3.9295 -0.553 0.071 -0.240 0.2301
O -2.1390 2.1007 3.9250 0.124 -0.106 0.190 -0.6554
H -1.6419 -3.3234 2.0500 -0.508 -0.058 -0.019 0.2123
H -0.2419 -2.8704 2.2907 0.440 0.469 -0.266 0.2791
O -1.1388 -2.5239 2.2050 0.008 -0.372 0.023 -0.4447
H -1.7134 -0.9445 4.4950 -0.480 -0.019 0.318 0.3482
H -1.7529 -0.8574 3.0427 -0.869 0.070 0.139 0.3168
O -2.3215 -0.6238 3.8127 1.184 -0.305 -0.194 -0.7304
```
Forces are in eV/Å.

Entry 4:
Here is an isolated molecule of C18H27FN6 in a non-equilibrium geometry from the Open Molecules 2025 dataset. Energies are from the ωB97M-V functional and the def2-TZVPD basis.

The calculation puts the HOMO-LUMO gap at 8.94 eV. The lowest unoccupied orbital energy is 0.023 Eh. The net charge is 0. The calculation puts the energy above the lowest of the compared OMol25 structures with the same formula, charge and spin at 0.000 eV.

```
52
Properties=species:S:1:pos:R:3:forces:R:3:mulliken_charge:R:1
C -1.0435 -0.3879 3.5230 0.251 0.052 -0.006 -1.1720
C 0.2109 0.4300 3.2373 -0.109 0.051 -0.117 -0.5022
C 0.0031 1.5122 2.1780 0.033 -0.266 -0.046 -0.8822
H -0.7862 2.1867 2.5149 0.059 0.065 0.026 0.5543
H 0.9097 2.1112 2.0838 -0.044 0.116 -0.006 0.3034
C -0.4068 1.0151 0.7793 0.018 0.094 0.338 0.2965
C -0.8797 2.1841 -0.0188 -0.364 0.016 -0.599 -0.8120
N -0.8891 3.4536 0.3181 0.385 -0.601 0.815 -0.2856
N -1.3813 4.1167 -0.7203 -0.164 0.994 -0.132 -0.7536
N -1.6720 3.3335 -1.6716 -0.452 -0.283 -1.191 -0.4829
N -1.3695 2.0937 -1.2808 0.595 0.452 1.136 1.0451
C -1.6007 0.9347 -2.0941 -0.170 -0.335 -0.514 -0.6767
C -2.6740 0.0587 -1.4975 0.039 -0.044 -0.011 0.1247
C -2.5083 -1.3188 -1.4378 -0.064 0.235 -0.011 -0.0629
C -3.4848 -2.1228 -0.8778 -0.263 -0.071 0.125 -0.7821
C -4.6277 -1.5282 -0.3746 0.145 0.027 -0.074 0.4077
C -4.8215 -0.1594 -0.4262 -0.064 -0.176 0.046 -0.8002
C -3.8382 0.6290 -0.9942 0.071 -0.121 -0.035 -0.1132
H -3.9786 1.6988 -1.0462 0.002 0.126 0.019 0.4709
H -5.7270 0.2710 -0.0297 -0.108 0.019 0.049 0.4593
F -5.5784 -2.3050 0.1803 0.058 0.053 -0.031 -0.3369
H -3.3689 -3.1937 -0.8249 -0.017 -0.114 0.023 0.4592
H -1.6106 -1.7688 -1.8340 0.143 -0.051 -0.035 0.4130
H -0.6636 0.3777 -2.1802 -0.164 0.117 -0.040 0.0364
H -1.9061 1.3037 -3.0782 0.101 -0.007 0.126 0.3682
N 0.5886 0.3370 -0.0415 0.095 -0.118 0.129 1.0404
C 0.8069 -1.0730 0.2090 0.055 -0.252 -0.251 -0.3372
C 1.5519 -1.6591 -1.0000 -0.173 -0.066 0.273 -1.5091
N 2.8188 -1.0089 -1.2596 -0.032 -0.112 -0.054 0.1672
C 2.6131 0.4222 -1.3784 -0.022 0.214 0.131 -1.4828
C 1.8567 1.0276 -0.1866 0.174 -0.021 -0.257 -0.3838
H 1.6687 2.0871 -0.3724 0.063 0.034 0.029 0.5816
H 2.4760 0.9435 0.7222 -0.056 0.066 -0.003 0.2264
H 3.5779 0.9163 -1.4908 0.007 0.037 -0.057 0.3299
H 2.0321 0.5946 -2.2902 0.017 0.121 0.025 0.3806
C 3.9071 -1.3912 -0.3738 0.249 0.014 -0.149 -0.1562
C 5.2487 -1.2804 -1.0930 -0.205 -0.048 0.211 -1.3858
H 5.2176 -1.8509 -2.0168 0.015 -0.057 -0.089 0.3259
H 5.4816 -0.2470 -1.3351 0.078 0.108 -0.042 0.3179
H 6.0416 -1.6715 -0.4606 0.156 0.014 0.047 0.4308
H 3.7524 -2.4340 -0.0858 -0.037 0.058 0.063 0.4340
H 3.9392 -0.7920 0.5492 -0.039 -0.115 0.024 0.1587
H 1.7185 -2.7282 -0.8546 -0.004 -0.005 -0.035 0.4199
H 0.9345 -1.5260 -1.8953 -0.102 -0.053 0.048 0.3760
H -0.1590 -1.5691 0.3277 -0.006 -0.024 0.049 0.4427
H 1.4063 -1.2561 1.1153 -0.066 -0.016 0.007 0.2633
H -1.2547 0.3240 0.8749 0.072 0.043 -0.006 0.5099
H 1.0237 -0.2378 2.9478 0.084 0.019 0.060 0.1947
H 0.5186 0.9298 4.1591 0.081 -0.035 -0.025 0.4389
H -1.3209 -1.0045 2.6709 -0.098 -0.092 -0.069 0.2047
H -0.8756 -1.0472 4.3715 -0.072 -0.094 0.056 0.4252
H -1.8777 0.2690 3.7589 -0.150 0.033 0.030 0.3098
```
Forces are in eV/Å.

Entry 5:
Here is a cluster of 5 separate species, H12NO4 in total in a non-equilibrium geometry from the Open Molecules 2025 dataset. Energies are from the ωB97M-V functional and the def2-TZVPD basis.

The calculation puts the HOMO-LUMO gap at 12.11 eV. The lowest unoccupied orbital energy is -0.111 Eh. The net charge is +1. The calculation puts the energy above the lowest of the compared OMol25 structures with the same formula, charge and spin at 0.539 eV.

```
17
Properties=species:S:1:pos:R:3:forces:R:3:mulliken_charge:R:1
N -0.7578 -0.0816 -1.0376 -0.110 0.207 -0.240 -0.3535
H 0.0227 0.4572 -0.6359 0.363 0.067 0.169 0.2476
H -0.3874 -0.8797 -1.5571 0.189 -0.220 0.375 0.3689
H -1.4513 -0.3901 -0.3541 0.163 -0.102 -0.118 0.3826
H -1.2681 0.4985 -1.6884 -0.192 0.314 -0.230 0.3900
H 1.6326 2.6261 3.4655 0.072 0.212 0.170 0.3257
H 1.4915 1.1173 3.2926 0.093 -0.248 0.223 0.3240
O 1.3234 1.9526 2.8593 -0.132 0.044 -0.556 -0.6651
H 1.9213 -2.4194 -1.4592 0.036 -0.071 -0.011 0.3179
H 1.5673 -2.1210 0.0121 -0.201 0.061 -0.798 0.3073
O 1.2468 -2.0126 -0.9069 0.162 -0.044 0.722 -0.6127
H -3.4363 -1.5914 -0.1247 0.402 -0.228 -0.343 0.3401
H -4.1452 -0.8904 -1.1945 0.454 0.044 -0.496 0.3407
O -3.2508 -1.2311 -1.0118 -1.006 0.101 0.984 -0.6744
H 2.3512 1.7633 -0.4548 -0.661 -0.528 -0.117 0.3246
H 1.5862 1.8249 0.8334 -0.418 -0.407 0.031 0.3496
O 1.5539 1.3775 -0.0378 0.786 0.799 0.233 -0.7134
```
Forces are in eV/Å.

Computed electronic energy, in the same sequence as the records: -309.7055; -325.7180; -1357.9585; -1130.4561; -362.6980 Ha.